{
  "formula": "C4H7NO2",
  "method": "wB97M-V/def2-TZVPD",
  "relative_energy_kj_mol": 396.9,
  "homo_ha": -0.33971,
  "total_charge": 0,
  "smiles": "CN1CCOC1=O",
  "max_force_ev_per_a": 12.8,
  "elements": ["C", "C", "C", "C", "H", "H", "H", "H", "H", "H", "H", "N", "O", "O"],
  "coordinates": [[1.754, -0.275, -0.036], [-0.547, -0.973, 0.000], [-1.861, 0.054, -0.093], [-0.021, 1.422, 0.095], [2.465, 0.723, 0.112], [1.979, -1.084, 0.722], [1.923, -0.439, -0.901], [-0.382, -1.534, -0.934], [-0.350, -1.521, 1.003], [-2.529, -0.002, -0.852], [-2.136, -0.222, 0.918], [0.541, 0.134, -0.031], [-1.447, 1.317, 0.039], [0.611, 2.399, -0.043]],
  "forces_ev_per_angstrom": [[6.62, 3.42, 10.45], [1.40, 3.28, -0.72], [3.28, -4.00, 4.73], [-0.57, -3.68, -1.96], [-1.41, -2.48, 0.25], [0.14, 0.78, -0.84], [3.47, -3.67, -10.88], [-0.22, -0.42, 0.74], [-0.99, 0.48, -1.88], [-1.97, -0.95, -2.25], [-2.10, -0.21, -0.11], [-11.72, 1.57, 1.70], [3.68, 3.58, 0.01], [0.40, 2.32, 0.76]]
}